# 1
Below is 3 unconnected molecules or ions with the total composition C3H12N2O3, with properties calculated with ωB97M-V with the def2-TZVPD basis set.

Summary:
E_LUMO, eV: -3.24
Gap between HOMO and LUMO, eV: 5.12
E_tot, eV: -12423.1442
Energy relative to the best compared isomer or geometry (same formula, charge and spin), kJ/mol: 598.7

ORCA input file:
```
! RIJCOSX wB97M-V def2-TZVPD def2/J DEFGRID3
* xyz 0 1
C 2.32 -0.07 0.64
C 1.42 0.87 0.00
C 0.01 0.63 -0.25
N -0.74 0.77 1.02
O -0.10 -0.68 -0.75
N 2.86 -1.06 -0.35
H 1.89 -0.61 1.47
H 3.22 0.37 1.05
H -0.34 1.28 -1.06
H 1.71 1.92 -0.11
H -1.13 -0.19 1.16
H -0.22 1.12 1.81
H 2.47 -1.97 -0.16
H 2.51 -0.90 -1.29
H -1.07 -0.85 -0.73
H -3.02 -1.73 0.70
O -2.35 -1.13 0.37
H -2.91 0.05 -0.83
H -3.70 1.30 -1.30
O -2.85 0.86 -1.39
*
```


# 2
Below is a molecular structure, C21H16N2OSe3TeW, with properties calculated with ωB97M-V with the def2-TZVPD basis set.

Summary:
E_LUMO (alpha / beta), eV: -8.90 / -8.89
Gap between HOMO and LUMO (alpha / beta), eV: 5.38 / 5.39
E_tot, eV: -232205.9548
Energy relative to the best compared isomer or geometry (same formula, charge and spin), kJ/mol: 30.0

ORCA input file:
```
! RIJCOSX wB97M-V def2-TZVPD def2/J DEFGRID3
* xyz 2 1
W -0.23 0.13 -0.29
Se -2.20 1.12 0.36
Se 0.01 1.02 -2.59
Te 1.80 1.83 -0.95
Se 2.34 -0.51 -0.19
C -0.91 -1.85 -0.72
C -1.56 -2.79 -1.13
C -2.26 -3.91 -1.64
C -1.62 -4.65 -2.69
C -0.67 -4.02 -3.53
C -0.05 -4.73 -4.53
C -0.34 -6.09 -4.70
C -1.25 -6.73 -3.87
C -1.88 -6.03 -2.87
C -3.53 -4.23 -1.09
C -3.87 -3.81 0.21
C -5.07 -4.16 0.77
C -5.99 -4.91 0.03
C -5.70 -5.29 -1.28
C -4.49 -4.95 -1.84
H -0.47 -2.97 -3.40
H 0.66 -4.24 -5.18
H 0.17 -6.65 -5.48
H -1.44 -7.79 -3.99
H -2.51 -6.55 -2.16
H -3.14 -3.26 0.79
H -5.32 -3.86 1.78
H -6.93 -5.19 0.47
H -6.44 -5.83 -1.86
H -4.30 -5.18 -2.88
N -2.96 -1.78 4.19
C -1.66 -1.83 4.60
O -1.22 -2.63 5.38
C -0.77 -0.79 3.96
C 0.00 0.07 4.73
C 0.85 0.96 4.09
C 0.90 0.95 2.71
N 0.18 0.11 1.95
C -0.64 -0.75 2.59
H -3.61 -2.36 4.71
H -3.35 -0.95 3.77
H -0.07 0.04 5.81
H 1.46 1.65 4.64
H 1.57 1.63 2.18
H -1.19 -1.44 1.97
*
```


Question: Among the records above, which one has the lowest E_tot?
Answer: C21H16N2OSe3TeW


Question: Which of these has the lowest energy relative to the best compared isomer or geometry (same formula, charge and spin)?
Answer: C21H16N2OSe3TeW


Question: Which of these has the lowest E_tot?
Answer: C21H16N2OSe3TeW


Question: Look up the energy relative to the best compared isomer or geometry (same formula, charge and spin) of the first one.
Answer: 598.7 kJ/mol